{"formula": "C15H18N2O4S", "method": "wB97M-V/def2-TZVPD", "species": ["C", "C", "O", "C", "O", "C", "N", "C", "O", "C", "N", "C", "O", "C", "C", "S", "C", "C", "C", "C", "C", "C", "H", "H", "H", "H", "H", "H", "H", "H", "H", "H", "H", "H", "H", "H", "H", "H", "H", "H"], "coordinates": [[-4.906, 1.724, 0.116], [-4.776, 1.656, 1.630], [-3.628, 0.881, 1.990], [-2.482, 1.533, 2.134], [-2.350, 2.727, 2.127], [-1.329, 0.557, 2.382], [-0.201, 0.951, 1.572], [-0.379, 1.256, 0.277], [-1.453, 1.218, -0.287], [0.928, 1.614, -0.443], [1.764, 0.429, -0.572], [2.588, 0.098, 0.452], [2.654, 0.762, 1.472], [3.433, -1.142, 0.230], [2.688, -2.351, 0.777], [0.923, -2.365, 0.265], [1.076, -1.762, -1.404], [0.739, -2.592, -2.461], [0.811, -2.126, -3.761], [1.230, -0.829, -4.006], [1.562, 0.005, -2.955], [1.479, -0.447, -1.643], [-5.736, 2.370, -0.156], [-3.985, 2.118, -0.307], [-5.073, 0.731, -0.292], [-4.669, 2.660, 2.054], [-5.629, 1.147, 2.085], [-1.045, 0.601, 3.434], [-1.663, -0.455, 2.128], [0.724, 1.020, 1.979], [1.478, 2.361, 0.134], [0.687, 1.999, -1.433], [3.653, -1.271, -0.831], [4.369, -1.023, 0.779], [2.653, -2.329, 1.865], [3.146, -3.284, 0.446], [0.412, -3.599, -2.250], [0.543, -2.775, -4.580], [1.297, -0.463, -5.019], [1.889, 1.016, -3.145]], "nbo_charge": [-0.633, -0.077, -0.506, 0.809, -0.607, -0.318, -0.611, 0.671, -0.625, -0.304, -0.470, 0.718, -0.651, -0.515, -0.494, 0.229, -0.229, -0.188, -0.209, -0.192, -0.241, 0.224, 0.210, 0.237, 0.209, 0.202, 0.184, 0.230, 0.219, 0.437, 0.243, 0.229, 0.228, 0.247, 0.233, 0.221, 0.228, 0.220, 0.220, 0.222], "total_charge": 0, "e_lumo_ev": 0.59, "energy_ev": -37854.054, "de_lowest_ev": 0.0000, "smiles": "CCOC(=O)CNC(=O)CN1C(=O)CCSc2ccccc21", "e_homo_ev": -8.9372}

{"formula": "C15H18N2O8P", "method": "wB97M-V/def2-TZVPD", "species": ["C", "N", "C", "C", "O", "P", "O", "O", "N", "C", "C", "C", "C", "O", "O", "C", "O", "O", "C", "O", "C", "C", "C", "C", "C", "C", "H", "H", "H", "H", "H", "H", "H", "H", "H", "H", "H", "H", "H", "H", "H", "H", "H", "H"], "coordinates": [[-1.605, 1.726, -2.303], [-0.271, 1.507, -1.805], [-0.003, 0.336, -0.977], [0.037, 0.648, 0.554], [-1.233, 0.996, 1.089], [-1.273, 0.543, 2.674], [-0.115, 1.094, 3.466], [-2.558, 1.073, 3.195], [-1.224, -1.181, 2.832], [-2.116, -2.061, 2.092], [-1.228, -2.838, 1.080], [-2.006, -3.741, 0.043], [-1.107, -4.224, -1.061], [-0.962, -5.480, -1.135], [-0.740, -3.381, -1.950], [-3.129, -2.883, 2.913], [-4.201, -3.288, 2.382], [-2.880, -3.071, 4.137], [0.629, 2.587, -1.830], [0.257, 3.708, -2.218], [2.078, 2.504, -1.434], [2.663, 3.499, -0.613], [4.040, 3.524, -0.384], [4.858, 2.537, -0.957], [4.291, 1.569, -1.803], [2.923, 1.532, -1.975], [-2.268, 0.897, -1.993], [-1.582, 1.840, -3.395], [-2.071, 2.610, -1.867], [-0.760, -0.473, -1.098], [0.955, -0.102, -1.261], [0.687, 1.492, 0.687], [0.508, -0.162, 1.098], [-1.354, -1.367, 3.822], [-2.731, -1.476, 1.426], [-0.622, -2.101, 0.529], [-0.483, -3.444, 1.619], [-2.716, -3.078, -0.472], [-2.602, -4.515, 0.525], [2.053, 4.278, -0.154], [4.465, 4.247, 0.280], [5.933, 2.575, -0.815], [4.910, 0.781, -2.272], [2.553, 0.765, -2.674]], "nbo_charge": [-0.400, -0.420, -0.257, -0.085, -0.809, 2.452, -1.218, -1.213, -1.010, -0.163, -0.352, -0.512, 0.754, -0.819, -0.842, 0.755, -0.804, -0.818, 0.656, -0.658, -0.091, -0.167, -0.218, -0.224, -0.228, -0.185, 0.233, 0.179, 0.207, 0.263, 0.198, 0.153, 0.214, 0.419, 0.184, 0.181, 0.180, 0.193, 0.219, 0.230, 0.199, 0.193, 0.205, 0.224], "total_charge": -3, "e_lumo_ev": 5.74, "energy_ev": -44497.078, "smiles": "CN(CCO[P@@](=O)([O-])N[C@@H](CCC(=O)[O-])C(=O)[O-])C(=O)c1ccccc1", "e_homo_ev": 1.0936}

{"formula": "C15H18N4O2S", "method": "wB97M-V/def2-TZVPD", "species": ["C", "O", "C", "C", "N", "C", "O", "C", "C", "C", "C", "C", "N", "N", "C", "C", "C", "C", "C", "N", "C", "S", "H", "H", "H", "H", "H", "H", "H", "H", "H", "H", "H", "H", "H", "H", "H", "H", "H", "H"], "coordinates": [[-1.477, -3.200, 1.308], [-2.308, -2.080, 1.091], [-3.014, -2.096, -0.122], [-2.159, -1.723, -1.347], [-1.469, -0.456, -1.102], [-2.292, 0.668, -1.094], [-3.400, 0.586, -1.570], [-1.782, 1.909, -0.413], [-2.901, 2.907, -0.063], [-2.688, 2.620, 1.431], [-1.498, 1.710, 1.093], [-0.140, -0.537, -0.829], [0.472, -1.681, -0.735], [1.770, -1.597, -0.545], [2.236, -0.399, -0.492], [3.623, -0.062, -0.295], [4.068, 1.259, -0.261], [5.415, 1.505, -0.071], [6.269, 0.421, 0.078], [5.857, -0.836, 0.048], [4.577, -1.075, -0.132], [0.968, 0.822, -0.690], [-2.043, -4.132, 1.196], [-1.119, -3.116, 2.332], [-0.622, -3.209, 0.625], [-3.469, -3.080, -0.301], [-3.808, -1.354, -0.006], [-1.406, -2.482, -1.553], [-2.817, -1.593, -2.208], [-0.965, 2.345, -0.992], [-2.682, 3.929, -0.359], [-3.872, 2.620, -0.458], [-2.437, 3.491, 2.033], [-3.517, 2.095, 1.898], [-0.535, 2.103, 1.413], [-1.595, 0.681, 1.439], [3.365, 2.072, -0.384], [5.795, 2.515, -0.039], [7.331, 0.561, 0.228], [4.271, -2.111, -0.152]], "nbo_charge": [-0.263, -0.545, -0.071, -0.260, -0.469, 0.719, -0.581, -0.342, -0.389, -0.403, -0.401, 0.265, -0.335, -0.228, 0.049, -0.157, -0.143, -0.255, 0.041, -0.406, 0.080, 0.315, 0.161, 0.192, 0.196, 0.172, 0.200, 0.242, 0.234, 0.234, 0.208, 0.236, 0.205, 0.210, 0.214, 0.227, 0.213, 0.223, 0.196, 0.214], "total_charge": 0, "e_lumo_ev": -0.16, "energy_ev": -36736.137, "de_lowest_ev": 3.6944, "smiles": "COCCN(C(=O)C1CCC1)c1nnc(-c2cccnc2)s1", "e_homo_ev": -8.6183}

Copy entry 3 word for word.
{"formula": "C15H18N4O2S", "method": "wB97M-V/def2-TZVPD", "species": ["C", "O", "C", "C", "N", "C", "O", "C", "C", "C", "C", "C", "N", "N", "C", "C", "C", "C", "C", "N", "C", "S", "H", "H", "H", "H", "H", "H", "H", "H", "H", "H", "H", "H", "H", "H", "H", "H", "H", "H"], "coordinates": [[-1.477, -3.200, 1.308], [-2.308, -2.080, 1.091], [-3.014, -2.096, -0.122], [-2.159, -1.723, -1.347], [-1.469, -0.456, -1.102], [-2.292, 0.668, -1.094], [-3.400, 0.586, -1.570], [-1.782, 1.909, -0.413], [-2.901, 2.907, -0.063], [-2.688, 2.620, 1.431], [-1.498, 1.710, 1.093], [-0.140, -0.537, -0.829], [0.472, -1.681, -0.735], [1.770, -1.597, -0.545], [2.236, -0.399, -0.492], [3.623, -0.062, -0.295], [4.068, 1.259, -0.261], [5.415, 1.505, -0.071], [6.269, 0.421, 0.078], [5.857, -0.836, 0.048], [4.577, -1.075, -0.132], [0.968, 0.822, -0.690], [-2.043, -4.132, 1.196], [-1.119, -3.116, 2.332], [-0.622, -3.209, 0.625], [-3.469, -3.080, -0.301], [-3.808, -1.354, -0.006], [-1.406, -2.482, -1.553], [-2.817, -1.593, -2.208], [-0.965, 2.345, -0.992], [-2.682, 3.929, -0.359], [-3.872, 2.620, -0.458], [-2.437, 3.491, 2.033], [-3.517, 2.095, 1.898], [-0.535, 2.103, 1.413], [-1.595, 0.681, 1.439], [3.365, 2.072, -0.384], [5.795, 2.515, -0.039], [7.331, 0.561, 0.228], [4.271, -2.111, -0.152]], "nbo_charge": [-0.263, -0.545, -0.071, -0.260, -0.469, 0.719, -0.581, -0.342, -0.389, -0.403, -0.401, 0.265, -0.335, -0.228, 0.049, -0.157, -0.143, -0.255, 0.041, -0.406, 0.080, 0.315, 0.161, 0.192, 0.196, 0.172, 0.200, 0.242, 0.234, 0.234, 0.208, 0.236, 0.205, 0.210, 0.214, 0.227, 0.213, 0.223, 0.196, 0.214], "total_charge": 0, "e_lumo_ev": -0.16, "energy_ev": -36736.137, "de_lowest_ev": 3.6944, "smiles": "COCCN(C(=O)C1CCC1)c1nnc(-c2cccnc2)s1", "e_homo_ev": -8.6183}

Copy entry 1 word for word.
{"formula": "C15H18N2O4S", "method": "wB97M-V/def2-TZVPD", "species": ["C", "C", "O", "C", "O", "C", "N", "C", "O", "C", "N", "C", "O", "C", "C", "S", "C", "C", "C", "C", "C", "C", "H", "H", "H", "H", "H", "H", "H", "H", "H", "H", "H", "H", "H", "H", "H", "H", "H", "H"], "coordinates": [[-4.906, 1.724, 0.116], [-4.776, 1.656, 1.630], [-3.628, 0.881, 1.990], [-2.482, 1.533, 2.134], [-2.350, 2.727, 2.127], [-1.329, 0.557, 2.382], [-0.201, 0.951, 1.572], [-0.379, 1.256, 0.277], [-1.453, 1.218, -0.287], [0.928, 1.614, -0.443], [1.764, 0.429, -0.572], [2.588, 0.098, 0.452], [2.654, 0.762, 1.472], [3.433, -1.142, 0.230], [2.688, -2.351, 0.777], [0.923, -2.365, 0.265], [1.076, -1.762, -1.404], [0.739, -2.592, -2.461], [0.811, -2.126, -3.761], [1.230, -0.829, -4.006], [1.562, 0.005, -2.955], [1.479, -0.447, -1.643], [-5.736, 2.370, -0.156], [-3.985, 2.118, -0.307], [-5.073, 0.731, -0.292], [-4.669, 2.660, 2.054], [-5.629, 1.147, 2.085], [-1.045, 0.601, 3.434], [-1.663, -0.455, 2.128], [0.724, 1.020, 1.979], [1.478, 2.361, 0.134], [0.687, 1.999, -1.433], [3.653, -1.271, -0.831], [4.369, -1.023, 0.779], [2.653, -2.329, 1.865], [3.146, -3.284, 0.446], [0.412, -3.599, -2.250], [0.543, -2.775, -4.580], [1.297, -0.463, -5.019], [1.889, 1.016, -3.145]], "nbo_charge": [-0.633, -0.077, -0.506, 0.809, -0.607, -0.318, -0.611, 0.671, -0.625, -0.304, -0.470, 0.718, -0.651, -0.515, -0.494, 0.229, -0.229, -0.188, -0.209, -0.192, -0.241, 0.224, 0.210, 0.237, 0.209, 0.202, 0.184, 0.230, 0.219, 0.437, 0.243, 0.229, 0.228, 0.247, 0.233, 0.221, 0.228, 0.220, 0.220, 0.222], "total_charge": 0, "e_lumo_ev": 0.59, "energy_ev": -37854.054, "de_lowest_ev": 0.0000, "smiles": "CCOC(=O)CNC(=O)CN1C(=O)CCSc2ccccc21", "e_homo_ev": -8.9372}

Please write out number 1 again, unchanged.
{"formula": "C15H18N2O4S", "method": "wB97M-V/def2-TZVPD", "species": ["C", "C", "O", "C", "O", "C", "N", "C", "O", "C", "N", "C", "O", "C", "C", "S", "C", "C", "C", "C", "C", "C", "H", "H", "H", "H", "H", "H", "H", "H", "H", "H", "H", "H", "H", "H", "H", "H", "H", "H"], "coordinates": [[-4.906, 1.724, 0.116], [-4.776, 1.656, 1.630], [-3.628, 0.881, 1.990], [-2.482, 1.533, 2.134], [-2.350, 2.727, 2.127], [-1.329, 0.557, 2.382], [-0.201, 0.951, 1.572], [-0.379, 1.256, 0.277], [-1.453, 1.218, -0.287], [0.928, 1.614, -0.443], [1.764, 0.429, -0.572], [2.588, 0.098, 0.452], [2.654, 0.762, 1.472], [3.433, -1.142, 0.230], [2.688, -2.351, 0.777], [0.923, -2.365, 0.265], [1.076, -1.762, -1.404], [0.739, -2.592, -2.461], [0.811, -2.126, -3.761], [1.230, -0.829, -4.006], [1.562, 0.005, -2.955], [1.479, -0.447, -1.643], [-5.736, 2.370, -0.156], [-3.985, 2.118, -0.307], [-5.073, 0.731, -0.292], [-4.669, 2.660, 2.054], [-5.629, 1.147, 2.085], [-1.045, 0.601, 3.434], [-1.663, -0.455, 2.128], [0.724, 1.020, 1.979], [1.478, 2.361, 0.134], [0.687, 1.999, -1.433], [3.653, -1.271, -0.831], [4.369, -1.023, 0.779], [2.653, -2.329, 1.865], [3.146, -3.284, 0.446], [0.412, -3.599, -2.250], [0.543, -2.775, -4.580], [1.297, -0.463, -5.019], [1.889, 1.016, -3.145]], "nbo_charge": [-0.633, -0.077, -0.506, 0.809, -0.607, -0.318, -0.611, 0.671, -0.625, -0.304, -0.470, 0.718, -0.651, -0.515, -0.494, 0.229, -0.229, -0.188, -0.209, -0.192, -0.241, 0.224, 0.210, 0.237, 0.209, 0.202, 0.184, 0.230, 0.219, 0.437, 0.243, 0.229, 0.228, 0.247, 0.233, 0.221, 0.228, 0.220, 0.220, 0.222], "total_charge": 0, "e_lumo_ev": 0.59, "energy_ev": -37854.054, "de_lowest_ev": 0.0000, "smiles": "CCOC(=O)CNC(=O)CN1C(=O)CCSc2ccccc21", "e_homo_ev": -8.9372}